No. 1
# C16H10CuF3N3O9Te

A structure of composition C16H10CuF3N3O9Te (ωB97M-V with the def2-TZVPD basis set, OMol25).

The geometry in XYZ format:
```
43
Properties=species:S:1:pos:R:3
Cu 2.81 1.03 0.97
O -4.07 3.15 -0.17
N -3.60 3.22 0.96
O -4.11 3.84 1.87
C -2.37 2.51 1.23
C -1.82 2.55 2.51
C -0.64 1.89 2.73
C 0.06 1.10 1.74
O 1.10 0.46 2.00
C -0.61 1.10 0.46
C -1.77 1.78 0.21
N 0.02 0.33 -0.62
O 0.34 -0.98 -0.21
O -0.93 0.23 -1.66
N -0.07 2.01 4.07
O 1.13 2.13 4.17
O -0.85 2.03 5.01
H -2.29 3.10 3.30
H -2.23 1.78 -0.76
C -0.54 -0.74 -2.65
Te 1.96 1.25 -1.32
C -0.81 -1.76 0.12
C -1.26 -2.58 -1.06
C -1.81 -3.84 -0.85
C -2.24 -4.61 -1.92
C -2.12 -4.13 -3.21
C -1.58 -2.87 -3.42
C -1.14 -2.09 -2.36
H 0.55 -0.77 -2.71
H -0.92 -0.34 -3.59
H -1.61 -1.10 0.49
H -0.49 -2.39 0.94
H -1.88 -4.22 0.16
H -2.66 -5.59 -1.74
H -2.46 -4.72 -4.05
H -1.50 -2.48 -4.43
F 5.19 2.08 -0.87
C 5.86 1.24 -0.03
F 7.15 1.29 -0.40
F 5.42 0.00 -0.31
C 5.65 1.62 1.47
O 6.64 2.00 2.07
O 4.46 1.49 1.89
```

Output
E_tot = -99732.2112 eV
LUMO energy = 0.06729 Eh
relative energy (zero: lowest compared OMol25 entry of this formula, charge and spin) = 97.44 kJ/mol
orbital gap = 7.218 eV
charge = -1
HOMO energy = -5.387 eV

Löwdin population analysis, charges in e, atoms 1 to 8:
1 Cu 0.08
2 O 0.05
3 N -0.37
4 O 0.06
5 C -0.15
6 C 0.08
7 C -0.05
8 C -0.32

No. 2
# C16H11BeCaCl2F7MgN2NaO14

A structure of composition C16H11BeCaCl2F7MgN2NaO14 at a distorted geometry (ωB97M-V with the def2-TZVPD basis set, OMol25).

The geometry in XYZ format:
```
56
Properties=species:S:1:pos:R:3
F 3.06 -4.35 -1.37
C 3.92 -3.29 -1.27
F 4.65 -3.48 -0.13
F 4.74 -3.33 -2.35
C 3.17 -1.93 -1.09
F 4.07 -0.82 -1.02
F 2.59 -1.97 0.14
C 2.14 -1.59 -2.24
F 2.12 -0.23 -2.52
F 2.45 -2.19 -3.42
N 0.79 -1.94 -1.79
C 0.36 -3.22 -2.12
C -0.94 -3.72 -1.70
C -1.77 -2.81 -0.93
C -1.32 -1.44 -0.61
C -0.02 -1.07 -1.07
H 1.01 -3.93 -2.69
H -1.21 -4.76 -1.99
H -2.76 -3.14 -0.57
H -1.93 -0.71 -0.02
H 0.42 -0.07 -0.86
C -4.21 2.32 -1.39
C -5.35 2.87 -1.90
C -6.55 1.92 -1.87
O -7.67 2.23 -2.20
C -6.32 0.53 -1.40
C -5.17 0.01 -0.91
C -4.01 0.99 -0.85
O -2.91 0.71 -0.37
O -4.95 -1.20 -0.50
O -5.49 4.02 -2.36
H -3.33 2.90 -1.37
H -7.20 -0.10 -1.47
Ca -2.82 4.34 -0.78
C -0.23 -2.79 2.33
O 0.54 -3.68 2.66
O 0.04 -1.56 2.35
O -1.41 -2.96 1.93
Mg -5.57 -1.97 1.57
O 2.69 0.07 2.21
Cl 1.93 0.90 3.12
O 2.74 2.03 3.53
O 1.55 0.13 4.26
O 0.74 1.39 2.44
O -2.77 3.16 2.44
H -2.15 2.46 2.71
Na 4.64 0.93 -1.04
Cl 3.29 -6.53 -1.15
C 5.31 4.28 2.59
N 4.65 5.44 1.92
O 4.23 5.26 0.79
O 4.58 6.47 2.55
H 5.29 3.44 1.91
H 6.33 4.58 2.83
H 4.75 4.06 3.50
Be -0.75 3.35 1.55
```

Output
E_tot = -121150.5302 eV
LUMO energy = -0.27254 Eh
orbital gap = 1.565 eV
charge = +1
HOMO energy = -8.981 eV

Löwdin population analysis, charges in e, atoms 1 to 8:
1 F -0.17
2 C -0.49
3 F 0.17
4 F 0.17
5 C -0.20
6 F -0.03
7 F 0.18
8 C -0.34

No. 3
# C16H11IrN4O6S2

A structure of composition C16H11IrN4O6S2 at a distorted geometry (ωB97M-V with the def2-TZVPD basis set, OMol25).

The geometry in XYZ format:
```
40
Properties=species:S:1:pos:R:3
Ir -0.32 1.30 1.18
O -1.62 1.96 4.94
C -1.43 1.88 3.75
O -0.28 1.97 3.13
C -2.62 1.69 2.80
C -3.96 1.62 3.10
C -4.86 1.38 2.06
C -4.41 1.21 0.75
C -3.05 1.30 0.51
N -2.24 1.55 1.53
C -2.32 1.12 -0.81
O -2.94 0.92 -1.82
O -1.01 1.26 -0.73
H -4.28 1.72 4.13
H -5.92 1.31 2.27
H -5.08 1.02 -0.07
N 2.03 -2.37 -5.12
C 2.22 -1.61 -3.99
C 3.27 -1.90 -3.10
C 3.47 -1.12 -1.98
C 2.64 -0.04 -1.73
C 1.60 0.27 -2.61
C 1.39 -0.51 -3.72
S 2.88 0.94 -0.30
O 4.05 0.46 0.37
O 2.71 2.33 -0.63
N 1.58 0.58 0.63
C 1.41 -0.52 1.34
S 2.30 -1.92 1.76
C 1.00 -2.37 2.85
C 0.00 -1.46 2.85
N 0.22 -0.44 1.96
H 2.49 -3.26 -5.19
H 1.16 -2.27 -5.62
H 3.92 -2.74 -3.31
H 4.29 -1.34 -1.30
H 0.95 1.11 -2.40
H 0.58 -0.28 -4.39
H 1.07 -3.26 3.44
H -0.90 -1.50 3.44
```

Output
E_tot = -59525.3282 eV
LUMO energy = -0.05098 Eh
relative energy (zero: lowest compared OMol25 entry of this formula, charge and spin) = 7.31 kJ/mol
orbital gap = 6.923 eV
HOMO energy = -8.311 eV

Löwdin population analysis, charges in e, atoms 1 to 8:
1 Ir 1.52
2 O 0.10
3 C -0.57
4 O -0.16
5 C -0.14
6 C 0.03
7 C -0.01
8 C 0.04